1.
# C37H33N3OP2RuS2

A structure of composition C37H33N3OP2RuS2 in a non-equilibrium geometry (the ωB97M-V functional and the def2-TZVPD basis, the OMol25 dataset).

The HOMO energy (alpha / beta) is -16.0 / -16.6 eV. As for the net charge: +3. The energy above the lowest of the compared OMol25 structures with the same formula, charge and spin comes out at 5.1 kcal per mole. As for the LUMO energy (alpha / beta): -7.768 / -11.002 eV. Its multiplicity is 6. Its HOMO-LUMO gap (alpha / beta) is 8.26 / 5.62 eV.

XYZ file:
```
79
Properties=species:S:1:pos:R:3:forces:R:3:mulliken_charge:R:1
Ru -0.58173 -0.68823 -1.07364 -0.567 -0.531 -0.474 0.20
O -1.37943 2.69671 -2.36281 -0.214 -0.122 -0.419 -0.79
S -0.91202 1.94970 -1.20189 0.330 0.706 0.704 1.54
C 0.67381 2.61238 -0.65664 -0.188 -0.438 -0.123 0.35
C 0.76390 3.92290 -0.21469 -0.072 0.068 -0.017 -0.75
C 2.01456 4.43850 0.08804 -0.037 0.064 0.004 -0.87
C 3.15366 3.65511 -0.05953 0.010 -0.005 -0.032 -0.84
C 3.05518 2.34658 -0.50756 -0.022 -0.023 0.009 -0.29
C 1.80592 1.81029 -0.80875 -0.267 -0.203 0.097 0.26
P 1.66352 0.12711 -1.49375 1.587 0.681 -0.508 1.08
C 2.25696 0.23698 -3.19315 -0.452 -0.265 0.083 1.08
C 1.29923 0.32680 -4.20631 0.116 -0.064 0.098 -0.52
C 1.70490 0.40724 -5.52761 -0.033 0.023 -0.082 -0.76
C 3.05927 0.40088 -5.83356 -0.007 -0.004 0.034 -0.63
C 4.01143 0.31347 -4.82402 0.033 0.072 0.008 -0.77
C 3.61810 0.23468 -3.49936 -0.013 0.025 0.072 -0.24
C 2.76351 -0.93903 -0.55059 -0.427 -0.025 0.009 1.07
C 3.33258 -2.05897 -1.17344 -0.051 0.009 -0.033 -0.92
C 4.15386 -2.89914 -0.44472 -0.004 -0.069 -0.004 -0.76
C 4.37864 -2.65651 0.90692 -0.048 0.036 -0.034 -0.62
C 3.79176 -1.56040 1.53279 0.004 -0.040 0.087 -0.75
C 2.97010 -0.71012 0.81704 0.001 0.044 -0.029 -0.34
C -1.99513 2.33640 0.18058 0.015 -0.350 -0.080 0.04
C -2.72125 3.51465 0.14126 0.059 0.051 -0.158 -0.69
C -3.56680 3.81118 1.20182 0.006 -0.016 -0.045 -0.87
C -3.68412 2.93179 2.27150 -0.042 0.049 0.065 -0.84
C -2.95949 1.74829 2.29820 0.071 -0.030 -0.049 -0.32
C -2.11926 1.42794 1.23333 0.125 -0.112 -0.198 -0.21
P -1.11576 -0.08686 1.25285 -0.767 -0.027 1.154 1.38
C -0.13820 0.07581 2.76103 0.319 0.008 -0.364 1.25
C 0.63803 1.23480 2.88286 -0.110 -0.030 -0.011 -0.53
C 1.36783 1.44975 4.03691 0.034 -0.011 -0.050 -0.55
C 1.33783 0.50393 5.05770 0.018 0.002 0.007 -0.71
C 0.57836 -0.65066 4.92753 0.055 -0.013 0.054 -0.71
C -0.15367 -0.88144 3.77229 -0.086 0.029 -0.071 -0.96
C -2.15730 -1.55685 1.44671 0.217 0.019 -0.069 1.01
C -3.53625 -1.54900 1.64725 0.034 0.058 -0.028 -0.85
C -4.20363 -2.75163 1.82881 -0.073 0.009 0.007 -0.72
C -3.50766 -3.95494 1.79660 0.012 0.007 -0.032 -0.73
C -2.13468 -3.96806 1.57825 -0.007 -0.064 -0.030 -0.79
C -1.45913 -2.77439 1.39264 -0.071 0.142 0.065 -0.67
H -0.12097 4.53909 -0.11922 0.016 0.010 0.009 0.49
H 2.10039 5.46198 0.42785 0.009 -0.007 0.006 0.49
H 4.12732 4.07141 0.16187 -0.004 0.004 0.015 0.49
H 3.94982 1.74979 -0.63274 0.004 -0.008 0.033 0.47
H 0.24247 0.33446 -3.95424 -0.023 0.000 -0.088 0.24
H 0.97276 0.46499 -6.32159 -0.008 0.038 0.021 0.46
H 3.37826 0.46824 -6.86486 -0.010 -0.026 -0.005 0.43
H 5.06477 0.31119 -5.06974 -0.007 0.011 -0.008 0.46
H 4.36330 0.17942 -2.71582 0.021 -0.063 -0.011 0.38
H 3.14307 -2.25543 -2.22138 0.066 0.005 -0.016 0.56
H 4.62263 -3.74515 -0.92902 -0.026 -0.012 0.009 0.48
H 5.00363 -3.33111 1.47662 0.056 0.038 -0.013 0.46
H 3.98480 -1.36986 2.58026 -0.033 -0.009 0.001 0.53
H 2.50967 0.13932 1.30716 0.058 0.001 0.009 0.40
H -2.62502 4.17602 -0.71184 -0.050 0.018 0.023 0.66
H -4.13316 4.73269 1.18592 -0.017 -0.011 0.031 0.49
H -4.34796 3.17075 3.09184 0.018 0.000 0.009 0.50
H -3.04166 1.07461 3.14277 -0.013 0.035 0.027 0.65
H 0.64528 1.96824 2.08181 0.033 0.051 0.071 0.26
H 1.95703 2.35055 4.14500 0.000 -0.004 0.016 0.50
H 1.91225 0.67213 5.95898 -0.029 -0.002 0.016 0.45
H 0.55177 -1.37386 5.73138 0.008 -0.007 -0.008 0.49
H -0.74737 -1.78089 3.67436 0.022 0.022 0.065 0.44
H -4.07982 -0.61305 1.68512 -0.030 -0.026 0.036 0.52
H -5.26798 -2.74920 2.02647 0.005 -0.003 -0.032 0.51
H -4.03661 -4.88690 1.94772 0.004 0.011 0.041 0.47
H -1.59480 -4.90602 1.57112 0.002 0.018 -0.027 0.52
H -0.38103 -2.77395 1.24562 -0.016 -0.075 0.031 0.55
N -3.04601 -0.34514 -1.88127 0.374 0.253 -0.040 -0.51
N -3.72865 -1.56379 -1.91310 -0.225 -0.276 0.014 -0.39
C -3.06710 -2.70738 -2.11906 0.097 0.253 0.166 0.57
N -3.74215 -3.82751 -2.28164 0.006 -0.003 -0.065 -0.35
S -1.35854 -2.72063 -2.21102 0.340 0.004 0.022 -0.35
H -3.58808 0.31800 -1.33390 0.032 -0.030 0.147 0.33
H -2.96350 0.03308 -2.82506 -0.111 0.056 -0.079 0.36
H -4.73933 -1.54978 -1.94611 -0.033 0.094 -0.070 0.25
H -4.74878 -3.85897 -2.36008 -0.013 0.011 0.001 0.23
H -3.23811 -4.68501 -2.45103 -0.011 -0.032 0.024 0.23
```
Positions in Å, forces in eV/Å.


2.
# C36H40P2Pb

A structure of composition C36H40P2Pb in a non-equilibrium geometry (the ωB97M-V functional and the def2-TZVPD basis, the OMol25 dataset).

The HOMO energy (alpha / beta) is -13.0 / -13.0 eV. As for the net charge: +2. The energy above the lowest of the compared OMol25 structures with the same formula, charge and spin comes out at 15.7 kcal per mole. As for the LUMO energy (alpha / beta): -8.335 / -9.296 eV. Its multiplicity is 1. Its HOMO-LUMO gap (alpha / beta) is 4.67 / 3.71 eV.

XYZ file:
```
79
Properties=species:S:1:pos:R:3:forces:R:3:mulliken_charge:R:1
Pb 1.88773 -1.37594 -2.16916 0.039 0.780 0.954 1.03
C -2.72245 0.31063 0.67874 0.735 -0.705 -0.410 -0.63
C -2.71666 0.00672 -0.62730 -0.758 0.044 0.694 -0.18
C -3.06609 0.96530 -1.73172 0.375 -0.203 -0.324 -0.95
C -1.88830 1.67274 -2.42875 -0.751 0.295 -0.225 0.22
C -1.05643 2.62770 -1.61894 0.551 -0.428 0.335 -0.59
C -1.18840 2.97738 -0.33271 0.455 -0.051 -0.060 -0.34
C -2.41017 2.92276 0.52976 -0.939 -0.262 0.679 -0.94
C -2.79300 1.65077 1.34340 0.141 0.120 -0.144 -0.56
C 2.98403 0.43660 -1.28169 1.079 1.170 -0.104 -1.07
H -2.62369 -0.51824 1.38826 -0.090 0.155 -0.234 0.41
H -2.79131 -1.04582 -0.92909 0.437 0.221 0.338 0.41
H -3.78462 1.70354 -1.35389 0.048 -0.299 -0.461 0.37
H -3.51855 0.30737 -2.49269 -0.301 0.685 0.097 0.45
H -1.22182 0.89053 -2.85215 -0.084 0.336 0.165 -0.33
H -2.30230 2.21105 -3.29856 0.177 -0.187 0.075 0.38
H -0.19063 2.98670 -2.18695 0.083 -0.182 0.454 0.49
H -0.34575 3.44166 0.19574 -0.189 0.221 -0.659 0.38
H -3.30550 3.17514 -0.05185 0.391 0.228 0.048 0.36
H -2.29025 3.70698 1.30108 -0.200 -0.197 -0.509 0.39
H -2.16050 1.58577 2.24819 -0.494 0.125 -0.238 0.39
H -3.85479 1.79407 1.63158 0.595 -0.022 0.328 0.28
H 3.56058 -0.10875 -0.50308 -0.414 0.184 -0.550 0.37
H 2.23477 1.11633 -0.81617 0.189 -0.676 -0.520 0.34
H 3.67019 0.99267 -1.93862 -0.423 -0.269 0.217 0.36
P 0.11941 -2.26974 -8.96308 -1.158 0.193 0.204 0.22
P 2.06111 0.30879 -9.29225 -0.360 1.240 -2.029 0.18
C -0.51768 -0.66471 -9.49771 0.887 1.152 -0.245 -0.45
C 0.34451 0.30570 -9.90379 -0.924 -1.110 0.104 -0.78
C -0.62150 -3.42594 -10.21715 0.705 -0.179 -0.284 0.25
C -1.76960 -3.12145 -10.95975 -0.251 -0.150 0.075 0.17
C -2.35450 -4.09020 -11.78687 0.247 -0.025 0.073 -0.61
C -1.74288 -5.33854 -11.95504 0.239 0.233 0.259 -0.48
C -0.52013 -5.59929 -11.31624 -0.201 0.107 -0.067 -0.55
C 0.04191 -4.64854 -10.46100 -0.268 0.124 0.211 -0.49
C -0.95012 -2.36148 -7.47606 0.359 -0.196 0.064 0.60
C -0.62150 -1.44992 -6.45150 -0.217 -0.262 -0.063 -0.91
C -1.34970 -1.45325 -5.26613 -0.026 -0.168 -0.079 0.03
C -2.37464 -2.39051 -5.08471 0.145 -0.031 -0.162 -0.64
C -2.70879 -3.27895 -6.11067 0.041 0.088 -0.051 -0.62
C -2.01829 -3.24991 -7.32471 0.144 0.110 0.315 -0.48
C 2.74395 1.02815 -10.86303 0.418 -0.458 0.186 0.46
C 2.63262 0.23326 -12.02182 -0.046 0.182 -0.106 -0.29
C 2.97950 0.74820 -13.27132 0.019 0.124 0.109 -0.67
C 3.50698 2.04500 -13.37443 -0.143 -0.164 0.265 -0.45
C 3.66647 2.81963 -12.21903 -0.135 -0.157 0.106 -0.61
C 3.27550 2.31876 -10.97048 0.183 0.138 -0.188 -0.27
C 2.12697 1.75384 -8.16389 0.173 -0.538 0.779 0.32
C 3.27770 1.87292 -7.35521 -0.281 0.099 -0.307 -0.45
C 3.46734 3.02329 -6.59306 -0.167 0.020 -0.050 -0.64
C 2.48836 4.02667 -6.59100 0.091 -0.209 -0.113 -0.50
C 1.30339 3.86036 -7.31178 0.094 -0.189 -0.015 -0.72
C 1.11175 2.71344 -8.08720 0.125 0.098 0.021 0.02
H -1.59837 -0.49037 -9.41117 0.271 -0.157 -0.654 0.72
H 0.06049 1.04685 -10.67137 -0.009 0.098 0.893 0.70
H -2.21863 -2.13219 -10.88776 -0.072 -0.319 0.049 0.34
H -3.29211 -3.87002 -12.30228 0.362 -0.006 0.138 0.40
H -2.20388 -6.09954 -12.59303 0.208 0.346 0.251 0.39
H -0.01219 -6.55236 -11.48837 -0.158 0.385 0.106 0.39
H 0.99312 -4.85158 -9.96543 -0.282 -0.028 -0.106 0.37
H 0.18795 -0.72948 -6.60024 -0.167 -0.218 0.057 0.30
H -1.11801 -0.72808 -4.48203 -0.134 -0.183 -0.217 0.50
H -2.91103 -2.42480 -4.13914 0.029 0.008 -0.202 0.41
H -3.50711 -4.00662 -5.97371 0.117 0.249 0.015 0.41
H -2.31031 -3.89877 -8.15162 0.148 0.049 0.307 0.38
H 2.23539 -0.77937 -11.94637 0.097 0.161 -0.052 0.43
H 2.83562 0.14421 -14.17130 0.106 0.186 0.366 0.38
H 3.77848 2.45090 -14.35393 -0.067 -0.180 0.420 0.39
H 4.08522 3.82647 -12.28959 -0.192 -0.344 0.035 0.39
H 3.35885 2.95065 -10.08743 0.064 -0.134 -0.206 0.32
H 4.01677 1.06752 -7.34734 -0.118 0.335 -0.061 0.41
H 4.38190 3.13901 -6.00834 -0.306 0.002 -0.168 0.46
H 2.65663 4.94108 -6.02554 -0.074 -0.207 -0.079 0.45
H 0.52580 4.62502 -7.28189 0.253 -0.215 -0.002 0.44
H 0.18409 2.57350 -8.63895 0.230 0.142 0.062 0.41
C 1.54599 -1.74190 0.01153 -0.649 -1.496 1.005 -1.21
H 0.84500 -2.57150 0.23183 0.494 0.557 -0.048 0.36
H 1.18422 -0.80015 0.46554 0.153 -0.328 -0.548 0.36
H 2.56326 -1.99912 0.38852 -0.651 0.140 -0.322 0.43
```
Positions in Å, forces in eV/Å.


3.
# C3H6IO3

A cluster of 2 separate species, C3H6IO3 in total (the ωB97M-V functional and the def2-TZVPD basis, the OMol25 dataset).

The HOMO energy is -3.5 eV. As for the net charge: -1. The energy above the lowest of the compared OMol25 structures with the same formula, charge and spin comes out at 0.2 kcal per mole. As for the LUMO energy: 2.900 eV. Its multiplicity is 1. Its HOMO-LUMO gap is 6.37 eV.

XYZ file:
```
13
Properties=species:S:1:pos:R:3:forces:R:3:mulliken_charge:R:1
I -11.09449 -34.60077 -15.43970 -0.048 -0.020 -0.034 -0.93
C -9.70087 -34.28472 -11.98020 -0.046 0.098 0.191 -0.53
O -8.47291 -34.47124 -11.21558 -0.507 -0.317 -0.241 -0.33
C -7.76225 -33.39175 -11.01482 -0.245 0.303 0.232 0.80
O -8.00903 -32.27197 -11.38357 0.092 0.036 -0.077 -0.55
O -6.71092 -33.72632 -10.24625 0.118 -0.149 0.037 -0.32
C -5.90049 -32.63109 -9.87186 0.099 0.504 0.306 -0.65
H -10.15752 -35.26364 -12.04054 0.131 -0.103 -0.172 0.26
H -9.49909 -33.88895 -12.96921 0.055 -0.110 -0.053 0.18
H -10.38711 -33.61630 -11.45694 0.230 0.067 0.072 0.28
H -5.29958 -32.27748 -10.70919 0.020 -0.029 -0.015 0.28
H -5.26498 -32.97259 -9.05926 0.099 -0.151 -0.097 0.22
H -6.50266 -31.79556 -9.50204 0.002 -0.128 -0.149 0.30
```
Positions in Å, forces in eV/Å.


4.
# C5H11NO

A cluster of 2 separate species, C5H11NO in total in a non-equilibrium geometry (the ωB97M-V functional and the def2-TZVPD basis, the OMol25 dataset).

The HOMO energy (alpha / beta) is -14.6 / -14.6 eV. As for the net charge: +1. The energy above the lowest of the compared OMol25 structures with the same formula, charge and spin comes out at 53.9 kcal per mole. As for the LUMO energy (alpha / beta): -4.936 / -7.874 eV. Its multiplicity is 2. Its HOMO-LUMO gap (alpha / beta) is 9.68 / 6.75 eV.

XYZ file:
```
18
Properties=species:S:1:pos:R:3:forces:R:3:mulliken_charge:R:1
C -1.76199 2.75375 0.07333 0.203 -0.489 0.018 -1.24
C -0.59350 1.86365 -0.39151 -0.969 0.010 0.717 -0.21
C 0.01704 1.03140 0.67868 1.016 0.562 -1.253 -0.16
C 0.55552 -0.18004 0.26720 0.672 -1.649 0.788 -0.28
N 1.06904 -1.15169 1.06543 -1.217 1.356 0.090 -0.18
C 0.58751 -1.66292 2.10526 0.300 -1.147 1.406 -0.13
H -2.47464 2.87200 -0.73460 0.017 0.130 -0.169 0.35
H -1.45101 3.73034 0.40974 0.121 0.214 0.181 0.33
H -2.28970 2.23500 0.86773 -0.167 0.138 0.215 0.39
H 0.17939 2.44838 -0.89973 0.217 -0.062 -0.001 0.34
H -0.99851 1.15947 -1.10582 0.142 -0.146 -0.585 0.32
H 0.15059 1.39655 1.68621 -0.149 -0.114 0.255 0.44
H 0.58534 -0.56007 -0.74199 -0.395 0.625 -0.614 0.47
H 1.12028 -2.43105 2.66966 0.522 0.335 -0.256 0.27
H -0.37571 -1.46062 2.58682 -0.265 0.238 -0.881 0.28
H 0.09467 -2.80683 -2.19302 0.101 -0.113 0.033 0.30
H 0.12011 -2.87530 -3.69027 0.283 0.191 -0.023 0.33
O 0.59677 -2.47853 -2.94645 -0.433 -0.080 0.078 -0.63
```
Positions in Å, forces in eV/Å.